No. 1
This record from the OMol25 dataset describes a 2-piece molecular cluster, C4H3N3 overall at a distorted geometry. The level of theory is ωB97M-V with the def2-TZVPD basis set.

```
10
Properties=species:S:1:pos:R:3:nbo_charge:R:1
C -0.2472 -0.4296 0.1851 0.5833
C -0.2950 1.1483 2.0524 0.2745
C 1.4467 0.8600 -2.0514 0.0835
C -0.3770 0.7659 0.7363 -0.6483
N -0.0981 -1.5629 -0.0858 -0.5953
N -0.2217 1.3747 3.1835 -0.3337
N 0.6709 0.5494 -2.8264 -0.3014
H 2.0580 1.3570 -1.4342 0.2188
H -0.5586 1.4873 0.0728 0.2625
H -0.3840 -2.4538 -0.4694 0.4560
```

Its energy above the lowest of the compared OMol25 structures with the same formula, charge and spin is 281.8 kJ/mol. As for the SMILES: N#CC=C=N.C#N. The value obtained for the orbital gap is 0.35826 Eh. The HOMO energy is -9.0657 eV. Its electronic energy is -8663.490 eV. As for the net charge: 0.

No. 2
This record from the OMol25 dataset describes a 4-piece molecular cluster, CH9NO5 overall at a distorted geometry. The level of theory is ωB97M-V with the def2-TZVPD basis set.

```
16
Properties=species:S:1:pos:R:3:nbo_charge:R:1
N 0.3472 0.2494 -2.2053 -0.8798
C -0.2196 1.2363 -1.4525 0.8785
O 0.2926 1.1499 -0.1839 -0.7905
O -0.9083 2.1814 -1.8316 -0.6402
H 0.8616 -0.5721 -1.7050 0.4125
H 0.1849 0.0251 -3.1684 0.4067
H -0.0958 1.6421 0.6065 0.5456
H -1.9627 0.9897 1.8855 0.4904
H -0.5851 0.3725 2.2670 0.4780
O -1.0061 1.1153 2.1509 -0.9464
H -0.5507 -2.1589 1.6704 0.4845
H 0.7891 -1.3779 1.4133 0.5120
O -0.2327 -1.3539 1.4512 -0.9600
H 1.7370 -0.8850 -0.4152 0.4651
H 0.2462 -1.0005 -0.0600 0.5239
O 1.1023 -1.6133 -0.4227 -0.9802
```

Its energy above the lowest of the compared OMol25 structures with the same formula, charge and spin is 231.8 kJ/mol. As for the SMILES: NC(=O)O.O.O.O. The value obtained for the orbital gap is 0.37642 Eh. The HOMO energy is -10.0077 eV. Its electronic energy is -12909.539 eV. As for the net charge: 0.

No. 3
This record from the OMol25 dataset describes C25H31N6O6S3ScSi as an isolated structure. The level of theory is ωB97M-V with the def2-TZVPD basis set.

```
73
Properties=species:S:1:pos:R:3:lowdin_charge:R:1
Sc -0.3158 0.3968 -1.0150 0.6272
O -0.5161 -0.9041 3.3165 0.1344
C 0.1829 -0.7639 2.1828 -0.4666
O -0.1674 -0.0164 1.3066 0.0515
C 1.4667 -1.5609 2.1686 -0.1281
O 2.0451 -1.5963 0.9071 -0.1192
C 1.6281 -2.6745 0.0762 -0.1607
C 0.1360 -2.6787 -0.2526 -0.7796
O -0.6094 -2.9712 0.9937 -0.1019
O -0.3246 -1.6665 -0.8956 -0.2128
H -1.3179 -0.3684 3.1974 0.1399
H 1.2721 -2.5485 2.5974 0.1347
H 2.1536 -1.0211 2.8336 0.1472
H 1.8853 -3.6227 0.5614 0.1141
H 2.1822 -2.5441 -0.8529 0.1186
S -0.6913 0.4856 -3.5270 0.5764
C 0.8637 0.1037 -4.2603 -0.6934
C 0.9023 -0.1313 -5.6392 -0.1638
C 2.0809 -0.4238 -6.3070 -0.1481
C 3.2702 -0.4872 -5.5882 -0.1490
C 3.2491 -0.2589 -4.2218 -0.1646
C 2.0683 0.0361 -3.5286 -0.6868
S 2.1648 0.3253 -1.7959 0.6206
H -0.0329 -0.0805 -6.1843 0.0810
H 2.0686 -0.6013 -7.3769 0.0765
H 4.2068 -0.7164 -6.0849 0.0762
H 4.1689 -0.3026 -3.6498 0.0791
C -1.6476 -4.9604 2.8384 -0.1145
N -1.2323 -5.2475 1.4696 -0.0566
C -1.3382 -4.1209 0.5890 -0.8244
S -0.3653 -4.3893 -0.9611 0.9529
N -2.7026 -3.7273 0.4551 -0.0340
C -3.5559 -4.6633 -0.2488 -0.1208
H -0.9931 -4.2405 3.3451 0.0692
H -1.6705 -5.8867 3.4155 0.0660
H -2.6498 -4.5386 2.8192 0.0744
H -0.2728 -5.5675 1.4312 0.0861
H -2.7120 -2.8072 0.0295 0.0964
H -3.1548 -4.9413 -1.2338 0.0605
H -4.5375 -4.2099 -0.3837 0.0666
H -3.6788 -5.5732 0.3400 0.0694
C -2.7020 3.0993 1.1051 -0.1775
Si -1.7418 3.4551 -0.4841 0.3740
C -1.6803 5.3462 -0.5175 -0.2034
C -2.8255 3.0585 -1.9577 -0.1848
N -0.2536 2.5911 -0.4620 -0.1484
C 0.9384 3.1570 -0.0492 -0.3842
C 1.3688 4.4456 -0.4337 -0.0597
C 2.5699 4.9875 -0.0048 -0.1247
C 3.4288 4.2731 0.8210 -0.1472
C 3.0480 2.9862 1.1839 -0.1179
C 1.8454 2.4470 0.7656 -0.0897
H -3.7765 3.2622 0.9784 0.0200
H -2.3539 3.7602 1.9052 0.0174
H -2.5491 2.0679 1.4229 -0.0013
H -2.7241 5.6733 -0.4542 0.0218
H -1.2629 5.7405 -1.4454 0.0163
H -1.1330 5.7820 0.3200 0.0214
H -3.8734 3.2570 -1.7110 0.0291
H -2.7541 2.0362 -2.3233 -0.0373
H -2.5455 3.7046 -2.7944 0.0301
H 0.7644 5.0097 -1.1276 0.0798
H 2.8476 5.9796 -0.3465 0.0852
H 4.3752 4.6904 1.1422 0.0745
H 3.7079 2.3771 1.7931 0.0900
H 1.6009 1.4346 1.0599 0.0707
O -2.3063 0.3572 -0.5180 -0.2841
N -3.2977 -0.2130 0.0455 0.0215
C -4.3018 -0.5675 -0.7079 -0.3005
C -5.4123 -1.1768 -0.0207 -0.2046
N -6.3098 -1.6667 0.5073 0.1251
C -4.4162 -0.3504 -2.1267 -0.1780
N -4.6234 -0.1961 -3.2468 0.1724
```

Its energy above the lowest of the compared OMol25 structures with the same formula, charge and spin is 41.5 kJ/mol. The value obtained for the orbital gap is 0.20716 Eh. The HOMO energy is -1.4210 eV. Its electronic energy is -108743.639 eV. As for the net charge: -2.

No. 4
This record from the OMol25 dataset describes C30H25F3N6OPdS as an isolated structure. The level of theory is ωB97M-V with the def2-TZVPD basis set.

```
67
Properties=species:S:1:pos:R:3:nbo_charge:R:1
Pd 0.4573 0.1706 -0.0335 0.6650
S 1.8849 -0.7399 1.4376 0.3616
C 2.9301 0.5567 1.4813 0.0516
N 4.1234 0.3570 2.1740 -0.0824
N 4.9335 1.3087 2.1701 -0.1264
C 6.1653 1.2872 2.8154 0.1331
C 6.9480 2.4424 2.7068 -0.1779
C 8.1742 2.4700 3.3361 -0.1982
C 8.6007 1.3576 4.0562 -0.0894
C 7.8101 0.2101 4.1539 -0.1852
C 6.5827 0.1599 3.5340 -0.1782
N 2.7418 1.7743 0.8856 -0.2744
N 1.5715 1.9116 0.3987 -0.1638
C 1.2477 3.0676 -0.3067 0.0484
C 2.1995 3.8590 -1.0965 -0.2560
C 1.7299 4.5975 -2.0998 -0.1079
C 0.2806 4.5861 -2.4829 -0.2390
C -0.7160 4.1479 -1.3760 -0.2562
C -0.0728 3.3449 -0.3131 0.0087
H 4.6778 2.1627 1.6527 0.4276
H 6.5948 3.2967 2.1409 0.2329
H 8.7984 3.3495 3.2705 0.2533
H 9.5633 1.3812 4.5495 0.2497
H 8.1633 -0.6418 4.7173 0.2532
H 5.9535 -0.7163 3.5933 0.2556
H 3.2495 3.8296 -0.8426 0.2379
H 2.4098 5.1950 -2.6940 0.2407
H -0.0046 5.5407 -2.9195 0.2533
H -1.4081 4.8955 -0.9901 0.2619
H -0.7007 2.8366 0.4093 0.2237
C -5.3739 0.3610 -3.2385 -0.7128
C -4.0216 0.4397 -2.5912 0.6917
O -3.0985 -0.3044 -2.8605 -0.6215
N -3.8350 1.4456 -1.6694 -0.6289
C -2.6221 1.4344 -0.8835 -0.3040
C -1.4290 1.7682 -1.7484 0.4784
C -1.3854 3.1166 -2.4099 -0.2724
C -0.2200 3.4016 -3.3940 -0.2432
C 0.7079 2.2424 -3.5248 -0.1569
C 0.6151 1.1758 -2.7462 -0.0698
N -0.4017 1.0029 -1.7544 -0.5128
H -5.7180 -0.6707 -3.2003 0.2597
H -5.2724 0.6345 -4.2886 0.2580
H -6.1134 1.0093 -2.7726 0.2226
H -4.6318 1.9567 -1.3299 0.4160
H -2.4476 0.4531 -0.4336 0.2422
H -2.7327 2.1797 -0.0923 0.2265
H -2.3662 3.4438 -2.7455 0.2650
H -0.5389 3.7366 -4.3791 0.2538
H 1.4685 2.2658 -4.2947 0.2456
H 1.2630 0.3172 -2.8484 0.2340
F -3.1848 -8.3403 -1.8472 -0.3100
C -3.6664 -7.2129 -2.3822 0.9669
F -3.6489 -7.3462 -3.7165 -0.3116
F -4.9510 -7.0936 -2.0044 -0.3125
C -2.8768 -6.0000 -1.9490 -0.0772
C -2.0218 -6.0737 -0.8566 -0.1817
C -1.3317 -4.9463 -0.4574 -0.1391
C -1.4969 -3.7448 -1.1586 -0.2160
C -2.3668 -3.6798 -2.2611 -0.0928
C -3.0544 -4.8099 -2.6485 -0.1951
C -0.7970 -2.5766 -0.7736 0.1439
C -0.2650 -1.5242 -0.4670 -0.3288
H -1.8991 -7.0085 -0.3286 0.2484
H -0.6619 -4.9838 0.3904 0.2286
H -2.4934 -2.7381 -2.7789 0.2404
H -3.7260 -4.7794 -3.4958 0.2422
```

Its energy above the lowest of the compared OMol25 structures with the same formula, charge and spin is 231.3 kJ/mol. The value obtained for the orbital gap (spin up / spin down) is 0.12992 / 0.13199 Eh. The HOMO energy (spin up / spin down) is -12.8346 / -12.8653 eV. Its electronic energy is -64950.948 eV. As for the net charge: +2.

No. 5
This record from the OMol25 dataset describes C5H10O as an isolated structure at a distorted geometry. The level of theory is ωB97M-V with the def2-TZVPD basis set.

```
16
Properties=species:S:1:pos:R:3:nbo_charge:R:1
C 1.5324 -0.0679 1.1310 -0.6039
C 1.0204 0.0103 -0.2869 -0.2526
C 0.1367 -1.0958 -0.8674 -0.4561
C -0.4050 0.2638 -0.6079 0.2604
C -1.5096 0.4266 0.6927 -0.7421
O -0.8737 1.1447 -1.5703 -0.7113
H 2.4066 -0.7240 1.1793 0.2137
H 1.8292 0.9205 1.4997 0.2132
H 0.7778 -0.4690 1.8164 0.2042
H 1.7233 0.4510 -0.9950 0.2277
H 0.3082 -1.4343 -1.8869 0.2317
H -0.1947 -1.8677 -0.1791 0.2082
H -2.6106 0.5415 0.4792 0.2375
H -1.2547 1.2520 1.3779 0.2285
H -1.4281 -0.5291 1.1816 0.2333
H -1.5154 1.1342 -0.7519 0.5076
```

Its energy above the lowest of the compared OMol25 structures with the same formula, charge and spin is 317.4 kJ/mol. The value obtained for the orbital gap is 0.37322 Eh. The HOMO energy is -9.1883 eV. Its electronic energy is -7391.476 eV. As for the net charge: 0.

No. 6
This record from the OMol25 dataset describes C2H6InO2 as an isolated structure at a distorted geometry. The level of theory is ωB97M-V with the def2-TZVPD basis set.

```
11
Properties=species:S:1:pos:R:3:nbo_charge:R:1
In 1.7680 2.3648 -1.5859 1.2280
C -0.7585 -0.4706 -0.5491 0.0044
C 0.0143 -0.1374 0.9291 0.0423
O 0.6583 1.0192 0.9380 -0.4751
O 0.0984 -0.5393 -1.5678 -0.3518
H -1.4298 0.4069 -0.7015 0.3475
H -1.2801 -1.4394 -0.4136 0.3425
H 0.7097 -1.0034 1.1257 0.3806
H -0.8165 -0.1218 1.6501 0.2973
H 0.5879 1.3909 1.8662 0.6035
H 0.4481 -1.4698 -1.6913 0.5808
```

Its energy above the lowest of the compared OMol25 structures with the same formula, charge and spin is 58.1 kJ/mol. The value obtained for the orbital gap is 0.17515 Eh. The HOMO energy is -25.0651 eV. Its electronic energy is -11398.547 eV. As for the net charge: +3.